The following is a quantum chemistry calculation of 2 unconnected molecules or ions with the total composition C18H31B2BrCl4NO7P2S2, from the OMol25 dataset.

Geometry (Å):
C (-4.37282, -0.29112, 1.44235)
C (-2.99241, -0.14820, 1.88191)
C (-1.91201, -1.04423, 1.06716)
P (-1.02000, -0.00522, -0.30537)
S (-2.75569, 0.15730, -1.62934)
S (-1.79549, 1.92565, 0.44602)
O (-0.22048, -1.32347, -1.07829)
C (-1.02346, -2.22423, -1.84410)
C (-0.10382, -3.57791, -2.01052)
C (-0.44342, -4.63244, -0.84815)
C (0.76291, -4.76694, 0.24452)
O (0.21601, 0.27945, 0.90949)
C (1.39213, 1.03127, 0.46037)
C (1.88352, 2.26969, 1.34516)
C (2.26356, 1.91878, 2.86034)
C (1.03158, 1.33911, 3.72725)
C (-0.14625, 2.32753, 4.04799)
C (-1.38126, 1.87254, 4.89255)
C (-1.48530, 0.41456, 5.46407)
C (-0.30971, -0.54648, 5.10954)
C (0.92420, -0.11171, 4.25112)
B (2.53318, -0.17186, 0.52053)
O (2.14254, -1.56510, 0.73712)
O (3.95722, 0.06656, 0.41466)
C (1.13737, 1.41480, -1.09672)
B (1.11979, 2.97531, -1.57028)
N (-0.05778, 3.46047, -2.39957)
O (2.16182, 3.96193, -1.31313)
P (2.34345, 0.59351, -2.36970)
O (3.32130, 1.80544, -3.11119)
Br (1.10841, -0.35437, -4.00996)
O (-0.19553, 0.97146, -1.52460)
H (-5.01924, 0.57769, 1.08452)
H (-4.77824, -1.37324, 1.40820)
H (-2.71408, 0.51527, 2.76590)
H (-1.07883, -1.43699, 1.74337)
H (-2.51040, -1.91871, 0.64395)
H (-2.15300, 0.26105, -2.89335)
H (-0.93025, 2.35232, 1.44844)
H (-1.19632, -1.89765, -2.94264)
H (-1.97571, -2.60699, -1.34343)
H (0.99583, -3.25963, -2.03509)
H (-0.32777, -4.01510, -3.06108)
H (-1.38849, -4.36076, -0.24156)
H (-0.68794, -5.64832, -1.34631)
H (0.90927, -5.89511, 0.39852)
H (1.72567, -4.26199, -0.10043)
H (0.46490, -4.26479, 1.24365)
H (2.83097, 2.70854, 0.84551)
H (1.13030, 3.14776, 1.38586)
H (3.22015, 1.27846, 2.97281)
H (2.53158, 2.92569, 3.36957)
H (-0.04987, 3.39885, 3.63109)
H (-2.26100, 2.57460, 5.12856)
H (-2.36616, 0.07933, 6.10588)
H (-0.29887, -1.64122, 5.45908)
H (1.74437, -0.86882, 4.02131)
H (2.07482, -2.01823, -0.13494)
H (4.36178, -0.69713, 0.90179)
H (0.08878, 3.25864, -3.39901)
H (-0.23238, 4.46068, -2.22460)
H (1.75375, 4.58016, -0.65161)
H (3.94391, 2.15511, -2.42159)
C (-1.17800, 0.77362, -7.29394)
Cl (-2.39309, 1.42430, -8.41704)
Cl (-0.33702, 2.11625, -6.49011)
Cl (-1.98134, -0.23954, -6.07559)
Cl (-0.00164, -0.20619, -8.19692)

Output
max |F|	4.85	eV/A
energy	-7229.38959	Eh
HOMO-LUMO gap	5.880	eV
2S+1	1
molecular weight	742.87	u
net charge	-1

Here are the Löwdin charges for atoms 1 to 4, given in e: -0.11, -0.27, -0.28, 0.23

The following is a quantum chemistry calculation of 9 unconnected molecules or ions with the total composition C18H31Cl12FN2O2, from the OMol25 dataset.

Geometry (Å):
F (15.32207, 16.73471, -3.83353)
C (14.33087, 17.62693, -4.06271)
C (13.33681, 17.74889, -3.14786)
C (12.25903, 18.62914, -3.36316)
C (12.24467, 19.36021, -4.55651)
C (13.21210, 19.22571, -5.47211)
C (14.29734, 18.36592, -5.27976)
H (13.31997, 17.19307, -2.22202)
H (11.50669, 18.81586, -2.61117)
H (11.48197, 20.09030, -4.78381)
H (13.19982, 19.73514, -6.42433)
H (15.07746, 18.38943, -6.02626)
C (10.14869, 21.45115, 3.63944)
N (9.29891, 22.52304, 3.16054)
C (8.18253, 22.47712, 2.39651)
C (7.50934, 23.84590, 2.06437)
O (7.69948, 21.42866, 1.98174)
H (10.83343, 21.02583, 2.90572)
H (9.45874, 20.67114, 3.96139)
H (10.81309, 21.72003, 4.46063)
H (9.50047, 23.42247, 3.57344)
H (7.07164, 24.37210, 2.91267)
H (6.68190, 23.59656, 1.40008)
H (8.24916, 24.50978, 1.61713)
C (12.21454, 5.14484, 5.86032)
N (13.25033, 4.34245, 5.23059)
C (14.34672, 4.79485, 4.59169)
C (15.28886, 3.76427, 4.08387)
O (14.51785, 5.97937, 4.42253)
H (11.35361, 5.23232, 5.19758)
H (12.50571, 6.14278, 6.18810)
H (11.99033, 4.46559, 6.68277)
H (13.10266, 3.34336, 5.21994)
H (15.92106, 3.35227, 4.87043)
H (15.90492, 4.05881, 3.23426)
H (14.71452, 2.91167, 3.72149)
Cl (7.69570, 15.84107, 9.47808)
C (7.02173, 14.48217, 10.31890)
Cl (6.43690, 15.01563, 11.89982)
H (6.17019, 14.00663, 9.83227)
H (7.72679, 13.66406, 10.46621)
Cl (20.60675, 9.32000, 9.13023)
C (19.70404, 8.17828, 8.15942)
Cl (20.76155, 7.00847, 7.30583)
H (19.04258, 7.66242, 8.85545)
H (19.09430, 8.76250, 7.47020)
Cl (14.31194, 10.55916, -1.25306)
C (15.36640, 9.24850, -1.90344)
Cl (17.04293, 9.48887, -1.33641)
H (14.91535, 8.29911, -1.61479)
H (15.33282, 9.47983, -2.96809)
Cl (20.22663, 13.99757, 2.83634)
C (20.04846, 14.94173, 1.36655)
Cl (20.31902, 16.68329, 1.76693)
H (20.80903, 14.65527, 0.64022)
H (19.05921, 14.81982, 0.92538)
Cl (14.24248, 14.57017, 4.71391)
C (14.46435, 13.03082, 5.52413)
Cl (13.28776, 12.78372, 6.90091)
H (14.34078, 12.20947, 4.81828)
H (15.45594, 13.04400, 5.97652)
Cl (17.79744, 20.59193, 8.18708)
C (19.23428, 19.61456, 8.19840)
Cl (18.89899, 17.85190, 8.22335)
H (19.89041, 19.81689, 7.35184)
H (19.79514, 19.72263, 9.12677)

Output
max |F|	3.04	eV/A
energy	-6586.57487	Eh
HOMO-LUMO gap	9.546	eV
2S+1	1
SMILES	Fc1ccccc1.CNC(C)=O.CNC(C)=O.ClCCl.ClCCl.ClCCl.ClCCl.ClCCl.ClCCl
molecular weight	751.89	u

Here are the Löwdin charges for atoms 1 to 4, given in e: 0.05, -0.27, -0.03, -0.05

The following is a quantum chemistry calculation of a molecular structure, C18H31Cl2N2O4Ti, from the OMol25 dataset.

Geometry (Å):
O (0.26443, -0.70882, -1.73675)
C (0.43569, 0.35811, -2.74932)
C (0.37152, -0.37764, -4.16684)
C (0.35847, -1.78127, -4.41844)
H (0.56419, -2.48390, -3.60086)
C (-0.00521, -2.28986, -5.67971)
H (-0.04700, -3.36479, -5.83708)
C (-0.38275, -1.44227, -6.72238)
H (-0.66267, -1.84202, -7.69893)
C (-0.40424, -0.06706, -6.48220)
H (-0.74939, 0.61729, -7.25065)
C (-0.04976, 0.43556, -5.23098)
H (-0.19004, 1.49521, -5.00468)
H (-0.44681, 0.99998, -2.83001)
C (2.92735, 1.04534, -2.52608)
C (1.49587, 1.27404, -2.16262)
H (3.55253, 1.40267, -1.67746)
H (3.23377, 1.54799, -3.44989)
H (3.01078, -0.04605, -2.68472)
C (1.12409, 1.59060, -0.86335)
C (1.91750, 2.05374, 0.27587)
H (0.09583, 1.30657, -0.58185)
H (2.70521, 2.76505, -0.01217)
H (2.35739, 1.18391, 0.79126)
H (1.21585, 2.50754, 1.00081)
Ti (0.12089, -1.55014, -0.25598)
Cl (2.08481, -2.67656, -0.61949)
Cl (-2.02366, -0.02458, -0.35638)
C (1.90194, -1.09180, 2.17065)
O (0.86252, -0.83705, 1.47243)
N (1.91894, -1.25802, 3.48733)
C (0.83383, -0.89302, 4.41236)
C (3.11544, -1.77141, 4.14291)
H (2.86044, -1.26551, 1.66421)
H (-0.07011, -0.55676, 3.89072)
H (1.19039, -0.09998, 5.09125)
H (0.61087, -1.76536, 5.04922)
H (3.80298, -2.16074, 3.39404)
H (2.84729, -2.57190, 4.83841)
H (3.61594, -0.98423, 4.71647)
H (-2.48648, 3.29916, 4.22134)
H (-4.99960, 2.80951, 2.56312)
C (-2.08988, 3.18399, 3.20567)
C (-4.16442, 2.84412, 1.83822)
N (-2.93095, 2.31562, 2.40402)
H (-1.09733, 2.73817, 3.25828)
C (-2.68980, 0.98466, 2.37669)
O (-1.70561, 0.43694, 2.85707)
H (-4.43728, 2.22522, 0.97150)
H (-3.48445, 0.41474, 1.84671)
H (-2.04975, 4.16772, 2.73558)
H (-4.01846, 3.88821, 1.52618)
C (-1.63514, -2.82683, 1.76112)
O (-1.48423, -2.62794, 0.32386)
H (-1.79018, -1.85484, 2.23145)
H (-0.70493, -3.28737, 2.09291)
H (-2.47425, -3.47840, 1.95696)
H (-2.12238, -1.90558, 0.03017)

Output
max |F|	3.92	eV/A
energy	-2884.87143	Eh
HOMO-LUMO gap (alpha / beta)	7.420 / 8.352	eV
2S+1	2
energy relative to the best compared isomer or geometry (same formula, charge and spin)	0.00	kJ/mol
molecular weight	458.23	u
⟨S²⟩	0.753

Here are the Löwdin charges for atoms 1 to 4, given in e: -0.47, -0.24, -0.11, -0.02

The following is a quantum chemistry calculation of a molecular structure, C18H31CoN3O3PS, from the OMol25 dataset.

Geometry (Å):
Co (0.70627, -0.45191, -0.57527)
N (0.02759, 0.62752, -2.39022)
C (1.17850, 0.58532, -3.31468)
C (1.91001, -0.73609, -3.18499)
O (2.47678, -1.21598, -4.17938)
N (1.84258, -1.19592, -1.95025)
C (2.34375, -2.51479, -1.61967)
C (1.29664, -3.19740, -0.76256)
O (1.19031, -4.41617, -0.70473)
O (0.55730, -2.36452, -0.08716)
H (-0.72454, 0.04127, -2.73449)
H (-0.32109, 1.57537, -2.31631)
H (1.86227, 1.37883, -3.00834)
H (0.90190, 0.73875, -4.35832)
H (3.24609, -2.43403, -1.00067)
H (2.58452, -3.10288, -2.50286)
S (1.94473, 0.37511, 1.31379)
C (3.21933, 1.22967, 0.45682)
C (4.47609, 1.42453, 1.06568)
C (5.48742, 2.05645, 0.37870)
C (5.25126, 2.51431, -0.91436)
C (3.98399, 2.31662, -1.42737)
N (2.98909, 1.71201, -0.77670)
H (4.62761, 1.04834, 2.06887)
H (6.46110, 2.18550, 0.83829)
H (6.01934, 2.99966, -1.50193)
H (3.74808, 2.66364, -2.43108)
C (-0.71674, -1.60777, 2.89381)
C (-1.13106, -0.20120, 2.44101)
C (-2.18504, 0.39554, 3.37185)
P (-1.43096, -0.18646, 0.61919)
C (-2.83167, -1.33812, 0.21745)
C (-2.49194, -2.83395, 0.30402)
C (-4.14605, -1.05869, 0.94865)
C (-2.22142, 1.47415, 0.37398)
C (-2.93812, 1.58687, -0.97617)
C (-1.13965, 2.55200, 0.52548)
H (-0.16279, -1.54099, 3.83347)
H (-0.07734, -2.10523, 2.16133)
H (-1.59480, -2.23720, 3.06284)
H (-0.24102, 0.42785, 2.51627)
H (-3.13362, -0.13935, 3.33839)
H (-2.38097, 1.44876, 3.16365)
H (-1.81341, 0.33732, 4.39929)
H (-2.98302, -1.11734, -0.84599)
H (-2.65495, -3.20505, 1.31825)
H (-1.46148, -3.05023, 0.02754)
H (-3.15624, -3.39388, -0.36091)
H (-4.10484, -1.44609, 1.96730)
H (-4.96232, -1.58080, 0.43960)
H (-4.40780, -0.00069, 0.99871)
H (-2.96498, 1.62175, 1.15867)
H (-2.35786, 1.15471, -1.79037)
H (-3.11848, 2.63736, -1.22072)
H (-3.90335, 1.07802, -0.96756)
H (-0.28767, 2.36514, -0.13138)
H (-0.73534, 2.58185, 1.53875)
H (-1.55199, 3.53853, 0.29281)

Output
max |F|	1.24	eV/A
energy	-3216.92095	Eh
HOMO-LUMO gap (alpha / beta)	6.948 / 6.889	eV
2S+1	2
energy relative to the best compared isomer or geometry (same formula, charge and spin)	77.01	kJ/mol
molecular weight	459.44	u
⟨S²⟩	1.142
net charge	-1

Here are the Löwdin charges for atoms 1 to 4, given in e: 0.28, 0.00, -0.16, -0.57

The following is a quantum chemistry calculation of a molecular structure, C18H31N3O4P2S3Sn, from the OMol25 dataset.

Geometry (Å):
Sn (0.16198, 0.13962, -0.14051)
N (2.20025, -3.49546, -0.05050)
C (1.18612, -3.36414, -1.01359)
C (1.47154, -3.71844, -2.33182)
C (0.45043, -3.68617, -3.25447)
C (-0.81477, -3.28195, -2.84747)
C (-0.98392, -2.92620, -1.52680)
N (-0.01237, -2.97851, -0.60900)
C (2.61170, -2.61436, 0.93267)
C (3.64603, -3.05614, 1.77979)
C (4.17208, -2.19099, 2.70513)
C (3.66003, -0.89926, 2.79528)
C (2.62529, -0.56713, 1.95252)
N (2.08733, -1.39570, 1.04687)
H (2.89263, -4.18803, -0.27958)
H (2.48337, -3.96558, -2.62163)
H (0.64406, -3.93945, -4.28825)
H (-1.63994, -3.22002, -3.54212)
H (-1.94606, -2.57275, -1.17132)
H (4.02596, -4.06436, 1.67820)
H (4.97983, -2.51344, 3.34961)
H (4.05323, -0.17518, 3.49326)
H (2.20118, 0.43095, 1.97953)
C (-0.14260, 3.42285, 2.56078)
P (-1.08250, 2.60737, 1.21590)
C (-2.67712, 2.24114, 2.04093)
C (-1.56564, 4.07504, 0.20894)
C (-2.51252, 3.70084, -0.93486)
P (-1.83677, 2.31062, -1.95342)
C (-3.23547, 2.06741, -3.11921)
C (-0.69655, 3.25864, -3.02501)
H (-0.74448, 4.14771, 3.11275)
H (0.71549, 3.93288, 2.11995)
H (0.23303, 2.66383, 3.24694)
H (-3.09363, 3.13308, 2.51475)
H (-2.52407, 1.46038, 2.78374)
H (-3.38679, 1.86513, 1.30289)
H (-0.64559, 4.51211, -0.18859)
H (-2.02540, 4.81995, 0.86675)
H (-2.70120, 4.56904, -1.57318)
H (-3.47904, 3.38601, -0.53116)
H (-3.55752, 3.00886, -3.56992)
H (-4.08091, 1.60817, -2.60583)
H (-2.91043, 1.39157, -3.91070)
H (-1.20237, 4.12428, -3.46018)
H (-0.32516, 2.60606, -3.81182)
H (0.16931, 3.58422, -2.44798)
C (-0.61270, -2.59541, 3.47194)
S (-0.07506, -0.92559, 3.83640)
C (-1.24352, -0.58198, 5.15440)
O (-0.53391, -0.10609, 2.66852)
H (-0.47364, -3.22802, 4.34762)
H (-0.00024, -2.95368, 2.64604)
H (-1.65873, -2.55620, 3.16993)
H (-1.01069, -1.21223, 6.01170)
H (-2.25770, -0.76193, 4.79920)
H (-1.12051, 0.46503, 5.42387)
O (2.58476, -0.74467, -1.78183)
S (2.01948, 0.48091, -2.33251)
O (2.73055, 1.09902, -3.41457)
O (0.55909, 0.27677, -2.58145)
S (1.96315, 1.80446, -0.69299)

Output
max |F|	0.65	eV/A
energy	-3261.32996	Eh
HOMO-LUMO gap	7.841	eV
2S+1	1
molecular weight	630.32	u

Here are the Löwdin charges for atoms 1 to 4, given in e: 0.95, 0.13, -0.34, -0.01

The following is a quantum chemistry calculation of a molecular structure, C18H32BNO36S7, from the OMol25 dataset.

Geometry (Å):
N (-7.48874, -4.07755, 1.90228)
H (-7.87644, -3.57039, 1.11961)
H (-7.32940, -5.02432, 1.58869)
H (-8.25467, -4.04024, 2.55960)
H (-6.61786, -3.63963, 2.16665)
O (-2.84339, 0.24276, 1.62551)
C (-1.98806, 1.04882, 1.24936)
O (-0.77053, 0.74952, 0.86797)
B (-0.04486, 2.03894, 0.71912)
O (-0.79781, 3.09697, 1.42807)
C (-2.11095, 2.57979, 1.62938)
O (-3.07520, 3.10063, 2.18546)
O (1.37920, 1.77293, 1.35857)
C (2.33132, 2.20222, 0.54737)
O (3.53283, 2.13341, 0.82706)
C (1.65031, 2.70266, -0.77871)
O (0.30642, 2.51985, -0.59781)
O (2.26426, 3.27676, -1.69711)
C (10.05976, -4.97677, 1.11085)
C (9.21686, -6.21566, 1.67404)
O (7.93979, -5.89029, 1.06304)
S (7.88773, -4.48301, 0.08779)
O (7.57699, -3.27925, 0.86549)
O (7.11349, -4.79097, -1.13116)
O (9.55723, -4.60426, -0.14369)
H (11.06712, -5.39283, 1.09564)
H (10.14056, -4.02342, 1.63305)
H (9.23535, -6.12061, 2.75972)
H (9.70123, -7.14659, 1.37934)
C (-0.50375, -5.65741, -0.72381)
C (0.45794, -4.65378, -1.32936)
O (1.32369, -4.37332, -0.22418)
S (1.02291, -5.23624, 1.15579)
O (0.79577, -4.31529, 2.29093)
O (2.00522, -6.33053, 1.28919)
O (-0.46215, -5.74064, 0.59617)
H (-0.40006, -6.62771, -1.20947)
H (-1.46577, -5.30781, -1.09852)
H (0.00811, -3.68155, -1.53066)
H (0.92514, -5.17887, -2.16247)
C (-5.06851, 1.94430, 8.21962)
C (-6.52601, 2.28440, 8.78978)
O (-7.34596, 1.45310, 8.00227)
S (-6.68743, -0.07573, 7.83200)
O (-6.88170, -0.59502, 6.47525)
O (-6.92098, -0.97366, 8.99608)
O (-5.18002, 0.52862, 7.98853)
H (-4.22359, 2.15381, 8.87561)
H (-4.98852, 2.58596, 7.34214)
H (-6.79618, 3.31657, 8.56677)
H (-6.42680, 1.98770, 9.83392)
C (-7.79366, 8.09244, 4.29618)
C (-6.40603, 8.43178, 3.97334)
O (-6.21348, 8.30924, 2.62595)
S (-7.53927, 8.12556, 1.77843)
O (-7.26052, 7.16007, 0.71288)
O (-8.22709, 9.36602, 1.43046)
O (-8.21764, 7.45445, 3.09834)
H (-8.33980, 9.00726, 4.52627)
H (-7.85043, 7.39646, 5.13313)
H (-5.71361, 7.71090, 4.40807)
H (-6.07155, 9.32784, 4.49612)
C (9.83448, 1.74926, -2.63732)
C (10.61124, 1.64273, -1.25023)
O (11.84367, 2.30380, -1.60587)
S (12.23995, 2.06348, -3.18661)
O (12.79174, 0.70623, -3.44919)
O (13.00233, 3.16712, -3.72861)
O (10.68464, 2.12935, -3.63541)
H (8.99396, 2.40763, -2.41785)
H (9.38729, 0.89368, -3.14339)
H (10.92158, 0.66084, -0.89291)
H (10.26057, 2.28367, -0.44132)
C (-5.14903, -0.20623, -4.11266)
C (-6.42183, 0.61237, -3.78412)
O (-7.49869, -0.22509, -4.27849)
S (-6.89355, -1.76888, -4.76830)
O (-7.54092, -2.40173, -5.88111)
O (-6.78512, -2.55674, -3.47695)
O (-5.42154, -1.13918, -5.08725)
H (-4.93329, -0.83627, -3.24975)
H (-4.21741, 0.34871, -4.22326)
H (-6.49389, 1.57228, -4.29548)
H (-6.57816, 0.72760, -2.71156)
C (3.60424, -0.88048, -7.76968)
C (3.06640, -1.16412, -6.37806)
O (1.70108, -1.59182, -6.44091)
S (1.15146, -1.38720, -8.04783)
O (0.78831, -0.01995, -8.26023)
O (0.31646, -2.49784, -8.55691)
O (2.71177, -1.53110, -8.63178)
H (4.60317, -1.27425, -7.95729)
H (3.78955, 0.19249, -7.71954)
H (3.14023, -0.26019, -5.77344)
H (3.69861, -1.79859, -5.75689)

Output
max |F|	5.22	eV/A
energy	-6280.33636	Eh
HOMO-LUMO gap	5.694	eV
2S+1	1
energy relative to the best compared isomer or geometry (same formula, charge and spin)	969.35	kJ/mol
molecular weight	1073.71	u

Here are the Löwdin charges for atoms 1 to 4, given in e: 0.36, 0.16, 0.16, 0.16

Look up the 2S+1 of the fifth one.
1